ORCA calculation (ωB97M-V/def2-TZVPD) on a structure of composition C24H28B2Br67NO3PS.

Its spin multiplicity is 1. Its total energy is -174459.84557 Ha. As for the net charge: -1.

Atoms and positions in Å:
C  -0.718  3.256  -1.934
B  -1.793  3.941  -2.877
O  -1.295  5.002  -3.678
B  -3.429  3.491  -3.066
S  -4.297  4.955  -3.948
O  -3.514  2.298  -4.058
C  -3.407  1.143  -3.595
N  -3.202  0.090  -3.148
P  -4.507  3.257  -1.450
O  -4.564  4.790  -0.766
Br  -3.402  2.062  0.135
H  0.249  3.317  -2.432
H  -0.922  2.219  -1.715
H  -0.601  3.816  -1.019
H  -0.649  4.576  -4.243
H  -5.542  4.908  -3.457
H  -4.453  4.667  0.178
C  -1.698  6.443  1.588
Br  -1.727  8.251  2.265
Br  -2.929  5.309  2.554
Br  -1.998  6.379  -0.305
H  -0.709  6.055  1.773
C  -2.443  1.514  4.021
Br  -4.177  2.179  4.536
Br  -1.225  1.465  5.513
Br  -2.563  -0.209  3.180
H  -2.044  2.207  3.293
C  3.092  1.991  -0.785
Br  3.112  3.844  -0.275
Br  1.781  0.993  0.213
Br  2.862  1.788  -2.684
H  4.060  1.585  -0.536
C  -0.655  0.087  -3.716
Br  -0.208  0.294  -1.856
Br  -0.545  1.755  -4.670
Br  0.415  -1.278  -4.557
H  -1.688  -0.233  -3.777
C  5.067  4.450  3.731
Br  5.589  5.789  2.449
Br  3.282  4.745  4.387
Br  5.279  2.667  3.035
H  5.735  4.540  4.573
C  3.702  0.406  6.346
Br  3.373  1.848  7.581
Br  2.621  0.562  4.764
Br  5.578  0.236  5.933
H  3.407  -0.507  6.839
C  -3.361  -1.426  -6.968
Br  -3.529  -1.178  -5.062
Br  -2.977  0.258  -7.795
Br  -2.060  -2.768  -7.451
H  -4.319  -1.771  -7.327
C  -5.058  -3.515  3.367
Br  -5.483  -2.082  4.583
Br  -6.193  -3.475  1.815
Br  -3.191  -3.560  2.875
H  -5.261  -4.438  3.889
C  5.224  5.939  -3.425
Br  3.495  6.633  -2.949
Br  6.428  5.897  -1.923
Br  5.090  4.211  -4.269
H  5.646  6.615  -4.151
C  -7.403  3.666  -6.551
Br  -7.391  3.286  -4.670
Br  -7.036  5.516  -6.942
Br  -6.188  2.478  -7.454
H  -8.395  3.454  -6.915
C  -2.918  1.360  9.394
Br  -1.564  0.228  10.170
Br  -2.156  2.982  8.685
Br  -3.963  0.415  8.084
H  -3.588  1.645  10.189
C  4.476  -2.763  9.378
Br  4.191  -3.847  7.815
Br  6.279  -2.094  9.458
Br  3.182  -1.341  9.491
H  4.331  -3.402  10.244
C  -3.040  -6.055  -10.206
Br  -4.723  -5.339  -9.603
Br  -3.154  -7.946  -10.549
Br  -2.362  -5.094  -11.727
H  -2.334  -5.916  -9.401
C  4.983  -6.899  11.116
Br  4.677  -8.004  9.573
Br  6.777  -6.216  11.166
Br  3.683  -5.479  11.245
H  4.854  -7.525  11.987
C  10.776  -7.956  12.304
Br  10.795  -6.117  12.878
Br  9.459  -8.988  13.258
Br  10.560  -8.108  10.396
H  11.741  -8.373  12.548
C  1.712  -8.111  13.591
Br  0.000  -7.403  14.104
Br  2.919  -8.214  15.091
Br  1.546  -9.808  12.698
H  2.142  -7.421  12.881
C  1.954  5.998  -6.951
Br  0.710  5.901  -5.498
Br  2.242  4.235  -7.667
Br  1.416  7.256  -8.308
H  2.898  6.341  -6.555
C  -5.069  -0.363  -11.697
Br  -4.974  -2.284  -11.573
Br  -6.428  0.302  -10.513
Br  -3.353  0.441  -11.376
H  -5.346  -0.112  -12.709
C  9.613  2.907  -1.227
Br  11.243  3.583  -0.452
Br  8.171  2.895  0.046
Br  9.135  3.858  -2.828
H  9.797  1.882  -1.509
C  -7.760  -7.553  -10.259
Br  -9.096  -7.505  -8.875
Br  -7.338  -9.358  -10.779
Br  -8.266  -6.476  -11.774
H  -6.860  -7.122  -9.848
C  0.655  3.630  -11.078
Br  1.254  4.752  -12.525
Br  -1.119  4.103  -10.502
Br  0.793  1.759  -11.509
H  1.326  3.791  -10.249
C  -2.249  -5.622  6.693
Br  -2.467  -6.802  5.187
Br  -0.525  -4.766  6.685
Br  -3.675  -4.334  6.795
H  -2.301  -6.230  7.582



ORCA calculation (ωB97M-V/def2-TZVPD) on a structure of composition C24H28Cl4N2O2P2Tl.

Its spin multiplicity is 1. Its total energy is -3887.08089 Ha. As for the net charge: +1.

Atoms and positions in Å:
Tl  1.418  -0.337  0.062
Cl  1.228  -3.796  -6.253
C  0.803  -3.348  -4.664
C  0.416  -4.379  -3.743
Cl  0.392  -5.988  -4.294
C  0.087  -4.080  -2.443
Cl  -0.431  -5.303  -1.362
C  0.196  -2.741  -1.933
O  0.059  -2.432  -0.747
C  0.578  -1.650  -2.918
O  0.713  -0.503  -2.483
C  0.843  -2.032  -4.277
Cl  1.246  -0.800  -5.394
C  1.496  3.939  0.523
P  0.319  2.538  0.308
C  -0.726  2.854  1.798
N  -1.112  4.072  2.033
C  -1.907  4.346  3.078
C  -2.380  5.649  3.313
C  -3.213  5.887  4.372
C  -3.578  4.848  5.249
C  -3.129  3.569  5.054
C  -2.290  3.282  3.959
N  -1.858  2.038  3.704
C  -1.108  1.799  2.669
P  -0.571  0.064  2.339
C  -2.070  -0.804  2.945
C  0.697  -0.199  3.729
C  1.901  0.704  3.441
C  1.147  -1.657  3.654
C  0.163  0.111  5.122
C  -0.813  3.124  -1.094
C  -1.239  4.584  -0.975
C  -2.035  2.208  -1.089
C  -0.025  2.900  -2.382
H  0.972  4.858  0.783
H  2.067  4.070  -0.394
H  2.189  3.680  1.323
H  -2.082  6.432  2.634
H  -3.597  6.882  4.545
H  -4.228  5.070  6.083
H  -3.408  2.765  5.717
H  -2.385  -0.440  3.920
H  -1.863  -1.870  2.974
H  -2.869  -0.630  2.225
H  2.448  0.375  2.555
H  2.591  0.667  4.283
H  1.595  1.742  3.303
H  1.389  -1.953  2.632
H  0.382  -2.329  4.032
H  2.037  -1.797  4.262
H  -0.194  1.136  5.187
H  0.969  -0.014  5.843
H  -0.642  -0.562  5.401
H  -1.711  4.781  -0.014
H  -1.964  4.807  -1.759
H  -0.393  5.256  -1.098
H  -2.640  2.356  -0.197
H  -1.728  1.163  -1.137
H  -2.656  2.419  -1.957
H  0.879  3.503  -2.408
H  -0.635  3.179  -3.237
H  0.248  1.853  -2.488



ORCA calculation (ωB97M-V/def2-TZVPD) on a cluster of 3 separate species, C24H28ClF3NO12 in total.

Its spin multiplicity is 1. Its total energy is -2648.82497 Ha. As for the net charge: -1.

Atoms and positions in Å:
C  5.987  -1.332  -0.672
O  5.476  -0.446  -1.636
C  4.571  0.516  -1.088
C  3.119  0.132  -1.341
C  2.160  0.901  -0.431
C  0.674  0.611  -0.699
C  -0.062  -0.020  0.517
C  -0.267  1.080  1.591
O  -1.451  1.147  2.020
O  0.692  1.787  1.939
N  0.681  -1.220  0.982
C  -0.007  -2.448  0.574
C  -0.284  -2.579  -0.916
C  0.928  -2.773  -1.825
Cl  2.136  -3.929  -1.184
C  0.878  -1.293  2.408
O  2.040  -0.575  2.866
C  3.173  -1.267  2.826
F  3.455  -1.819  1.641
F  4.188  -0.446  3.135
F  3.204  -2.274  3.730
H  6.832  -1.873  -1.105
H  5.249  -2.081  -0.366
H  6.366  -0.801  0.209
H  4.821  1.468  -1.564
H  4.717  0.608  -0.007
H  3.054  -0.940  -1.117
H  2.870  0.233  -2.403
H  2.408  0.664  0.599
H  2.337  1.969  -0.584
H  0.507  0.043  -1.615
H  0.173  1.571  -0.866
H  -1.069  -0.283  0.183
H  -0.990  -2.490  1.079
H  0.541  -3.337  0.886
H  -0.862  -1.740  -1.303
H  -0.915  -3.466  -1.036
H  0.587  -3.193  -2.772
H  1.450  -1.851  -2.054
H  0.017  -0.961  2.992
H  1.040  -2.345  2.668
C  -4.818  4.237  6.246
C  -4.275  3.085  6.653
C  -3.552  2.163  5.706
O  -3.085  1.145  6.185
C  -3.464  2.534  4.305
C  -4.011  3.688  3.898
C  -4.714  4.619  4.846
O  -5.175  5.657  4.401
O  -3.981  4.105  2.635
O  -4.323  2.656  7.912
H  -5.338  4.906  6.917
H  -2.940  1.865  3.624
H  -4.439  4.965  2.626
H  -3.843  1.803  7.909
C  -1.653  -1.474  -4.393
C  -2.358  -2.033  -5.383
C  -2.347  -1.483  -6.783
O  -3.007  -2.068  -7.624
C  -1.560  -0.294  -7.052
C  -0.855  0.269  -6.061
C  -0.846  -0.295  -4.664
O  -0.159  0.279  -3.842
O  -0.111  1.356  -6.223
O  -3.120  -3.112  -5.216
H  -1.659  -1.866  -3.386
H  -1.569  0.102  -8.057
H  0.288  1.542  -5.350
H  -3.510  -3.301  -6.091



Values of max |F|, in order: 0.0506; 0.0372; 0.0268, all in hartree/bohr.